Model one:
Formula: C14H23NO4
Source: the OMol25 dataset
Level of theory: ωB97M-V/def2-TZVPD

Results
- structure (SMILES) = COc1cccc(OCCOCCN(C)CCO)c1
- HOMO level (eV) = -8.05
- 2S+1 = 1

Cartesian coordinates (Å):
C  -3.38  -1.95  -1.92
H  -3.46  -1.17  -2.68
O  -3.99  -1.56  -0.71
C  -3.48  -0.49  -0.04
C  -4.10  -0.17  1.16
C  -3.64  0.90  1.91
C  -2.57  1.65  1.48
C  -1.94  1.33  0.28
C  -2.40  0.27  -0.49
H  -1.92  0.03  -1.42
O  -0.87  2.12  -0.05
C  -0.14  1.82  -1.23
C  1.15  2.65  -1.21
O  2.32  1.88  -1.06
C  2.67  1.52  0.26
C  1.76  0.49  0.94
N  1.39  -0.63  0.09
C  0.48  -1.52  0.78
H  -0.43  -0.98  1.03
H  0.22  -2.35  0.11
H  0.90  -1.94  1.70
C  2.49  -1.30  -0.56
H  3.02  -0.57  -1.18
C  3.53  -2.00  0.33
O  4.42  -1.05  0.88
H  5.09  -1.51  1.40
H  4.08  -2.73  -0.28
H  3.02  -2.56  1.13
H  2.06  -2.06  -1.23
H  2.28  0.16  1.85
H  0.83  0.97  1.25
H  3.68  1.12  0.18
H  2.70  2.42  0.90
H  1.07  3.40  -0.41
H  1.27  3.17  -2.17
H  0.15  0.76  -1.25
H  -0.75  2.06  -2.11
H  -2.19  2.48  2.06
H  -4.13  1.14  2.84
H  -4.94  -0.77  1.48
H  -2.33  -2.22  -1.77
H  -3.94  -2.83  -2.25

natural (NBO) analysis output, partial charges in e: C -0.252; H 0.175; O -0.492; C 0.334; C -0.300; C -0.172; C -0.315; C 0.414; C -0.432; H 0.230; O -0.524; C -0.130; C -0.080; O -0.533; C -0.081; C -0.261; N -0.455; C -0.412; H 0.212; H 0.194; H 0.162; C -0.240; H 0.219; C -0.088; O -0.736; H 0.473; H 0.163; H 0.158; H 0.198; H 0.184; H 0.206; H 0.210; H 0.169; H 0.179; H 0.190; H 0.225; H 0.173; H 0.220; H 0.215; H 0.223; H 0.174; H 0.200

---

Model two:
Formula: C14H23NO4
Source: the OMol25 dataset
Level of theory: ωB97M-V/def2-TZVPD

Results
- HOMO level (eV) = -8.32
- 2S+1 = 1

Cartesian coordinates (Å):
C  -7.35  -0.56  1.01
H  -7.27  -1.61  0.59
O  -5.95  -0.07  1.27
C  -5.07  -0.22  0.33
C  -5.28  -0.76  -1.12
C  -4.27  -0.65  -1.78
C  -3.05  -0.29  -1.25
C  -2.81  0.25  -0.21
C  -3.92  0.24  0.69
H  -3.69  0.48  1.79
O  -1.66  0.85  0.46
C  -0.58  0.82  -0.49
C  0.71  1.07  0.34
O  1.83  1.48  -0.35
C  2.96  1.84  0.13
C  3.68  0.73  1.15
N  4.59  -0.31  0.28
C  5.65  0.43  -0.34
H  6.32  1.21  0.24
H  6.34  -0.24  -0.66
H  5.36  1.11  -1.37
C  3.67  -0.89  -0.53
H  4.48  -1.32  -1.34
C  3.05  -2.07  0.26
O  4.05  -2.64  0.63
H  4.74  -2.12  1.22
H  2.68  -3.03  -0.60
H  2.34  -1.56  0.69
H  2.96  -0.45  -1.14
H  4.47  1.22  1.80
H  3.06  0.28  1.56
H  3.57  2.24  -0.66
H  2.75  2.70  0.98
H  0.85  0.43  1.26
H  0.38  2.16  0.89
H  -0.16  -0.06  -0.75
H  -0.62  1.42  -1.40
H  -2.15  -0.14  -1.85
H  -4.38  -0.83  -2.84
H  -6.38  -0.78  -1.24
H  -7.93  -0.53  1.99
H  -7.95  0.16  0.38

natural (NBO) analysis output, partial charges in e: C -0.288; H 0.195; O -0.492; C 0.298; C -0.237; C -0.207; C -0.331; C 0.328; C -0.303; H 0.224; O -0.477; C -0.125; C -0.061; O -0.537; C -0.040; C -0.194; N -0.476; C -0.402; H 0.213; H 0.196; H 0.149; C -0.257; H 0.159; C 0.022; O -0.715; H 0.493; H 0.133; H 0.133; H 0.187; H 0.200; H 0.128; H 0.204; H 0.127; H 0.192; H 0.136; H 0.183; H 0.196; H 0.206; H 0.216; H 0.224; H 0.211; H 0.190

---

Which is the most stable structure? model one is the most stable.

---

Model one:
Formula: C39H91N13O13
Source: the OMol25 dataset
Level of theory: ωB97M-V/def2-TZVPD

Results
- HOMO level (eV) = -8.76
- 2S+1 = 1

Cartesian coordinates (Å):
C  5.56  -4.81  1.41
O  4.72  -4.57  2.30
N  5.61  -4.02  0.35
C  6.56  -4.41  -0.73
C  4.94  -2.67  0.33
H  6.18  -5.70  1.33
H  7.36  -3.71  -0.97
H  5.96  -4.63  -1.61
H  7.07  -5.39  -0.42
H  5.19  -2.05  1.18
H  5.29  -2.20  -0.59
H  3.89  -2.80  0.18
C  -1.77  1.90  0.68
O  -1.77  3.06  1.08
N  -0.79  1.31  -0.10
C  -0.93  0.07  -0.80
C  0.39  2.17  -0.29
H  -2.58  1.24  0.95
H  -0.79  0.12  -1.86
H  -1.98  -0.24  -0.66
H  -0.13  -0.57  -0.50
H  1.24  1.54  -0.65
H  0.16  3.00  -0.97
H  0.69  2.62  0.62
C  -4.54  0.33  -2.05
O  -3.71  1.15  -2.47
N  -4.60  -0.96  -2.49
C  -5.67  -1.91  -2.16
C  -3.69  -1.31  -3.56
H  -5.36  0.52  -1.35
H  -5.20  -2.76  -1.78
H  -6.26  -2.24  -3.02
H  -6.34  -1.43  -1.33
H  -3.72  -0.62  -4.37
H  -2.66  -1.38  -3.25
H  -4.00  -2.33  -3.83
C  -5.58  1.48  2.36
O  -4.92  0.47  2.12
N  -5.20  2.46  3.16
C  -6.01  3.69  3.06
C  -3.94  2.60  3.91
H  -6.51  1.66  1.87
H  -5.82  4.30  2.15
H  -5.90  4.18  4.04
H  -7.06  3.44  2.87
H  -3.53  3.59  3.95
H  -4.09  2.13  4.82
H  -3.20  1.94  3.46
C  -4.46  -5.65  -0.87
O  -5.31  -5.93  -0.01
N  -3.74  -6.50  -1.65
C  -2.88  -5.98  -2.68
C  -3.91  -7.94  -1.53
H  -4.11  -4.59  -1.05
H  -2.59  -4.95  -2.55
H  -3.43  -5.95  -3.70
H  -1.98  -6.58  -2.82
H  -2.93  -8.44  -1.66
H  -4.33  -8.24  -0.50
H  -4.53  -8.31  -2.31
C  4.12  1.43  0.51
O  3.22  1.76  1.29
N  5.36  1.05  0.90
C  6.38  0.93  -0.19
C  5.78  0.97  2.29
H  4.01  1.46  -0.61
H  5.97  1.12  -1.21
H  6.85  -0.01  -0.08
H  7.14  1.70  -0.16
H  6.62  0.30  2.35
H  6.21  1.89  2.66
H  4.97  0.65  2.98
C  4.49  4.54  -1.39
O  5.70  4.33  -1.52
N  3.88  4.70  -0.18
C  4.61  4.81  1.04
C  2.45  5.03  -0.02
H  3.84  4.52  -2.28
H  4.49  5.79  1.37
H  5.67  4.56  0.89
H  4.15  4.16  1.80
H  2.10  4.56  0.85
H  2.48  6.11  0.15
H  1.87  4.77  -0.89
C  0.39  3.43  -4.48
O  1.09  4.04  -3.65
N  0.26  2.07  -4.33
C  -0.53  1.28  -5.31
C  1.25  1.37  -3.53
H  -0.28  3.87  -5.20
H  0.17  0.72  -5.93
H  -1.07  2.01  -5.92
H  -1.14  0.54  -4.80
H  0.81  0.50  -2.98
H  2.04  0.87  -4.09
H  1.84  1.94  -2.81
C  -4.34  4.22  -0.20
O  -5.49  3.90  0.18
N  -3.90  4.35  -1.44
C  -2.48  4.51  -1.67
C  -4.81  3.94  -2.50
H  -3.64  4.46  0.62
H  -2.10  3.47  -1.93
H  -1.91  4.95  -0.83
H  -2.44  5.18  -2.55
H  -5.07  4.84  -3.07
H  -4.37  3.12  -3.05
H  -5.68  3.60  -1.99
C  1.36  -1.48  1.68
O  1.19  -2.12  0.65
N  1.88  -1.92  2.84
C  2.06  -1.00  3.92
C  2.08  -3.31  3.19
H  1.03  -0.46  1.68
H  3.11  -0.86  4.30
H  1.40  -1.38  4.72
H  1.66  -0.08  3.49
H  2.94  -3.39  3.80
H  1.24  -3.73  3.84
H  2.15  -3.93  2.38
C  -1.80  -3.08  0.12
O  -2.31  -2.75  -0.99
N  -2.45  -3.01  1.26
C  -1.79  -3.46  2.53
C  -3.82  -2.47  1.41
H  -0.78  -3.52  0.12
H  -2.07  -2.80  3.36
H  -0.73  -3.50  2.43
H  -2.18  -4.45  2.80
H  -4.05  -2.48  2.49
H  -3.89  -1.42  1.18
H  -4.64  -2.96  0.86
C  2.80  -1.34  -2.25
O  3.78  -0.71  -2.60
N  1.93  -1.92  -3.06
C  0.92  -2.78  -2.43
C  2.18  -2.06  -4.54
H  2.44  -1.41  -1.22
H  1.24  -3.80  -2.13
H  0.04  -2.87  -3.02
H  0.55  -2.27  -1.46
H  3.04  -1.38  -4.84
H  2.34  -3.15  -4.76
H  1.33  -1.61  -5.06
C  0.64  2.26  6.22
O  1.17  1.80  7.22
N  1.33  2.52  5.04
C  0.61  3.20  3.97
C  2.75  2.27  4.94
H  -0.46  2.49  6.09
H  0.77  4.27  3.94
H  -0.45  3.05  4.20
H  0.78  2.85  2.92
H  2.92  2.02  3.89
H  3.36  3.19  5.09
H  3.05  1.47  5.61

Results of the Mulliken charge analysis, in e, for atoms 1 through 99: C 0.038; O -0.567; N 0.206; C -0.928; C -0.674; H 0.274; H 0.308; H 0.325; H 0.288; H 0.325; H 0.302; H 0.124; C -0.578; O -0.637; N 1.544; C 1.587; C 0.134; H 0.582; H -0.579; H -0.416; H -0.619; H -0.538; H 0.104; H -0.487; C 0.034; O -0.655; N 0.501; C -0.550; C -0.958; H 0.214; H 0.044; H 0.364; H 0.201; H 0.409; H -0.058; H 0.454; C -0.069; O -0.633; N 0.193; C -0.974; C -0.971; H 0.404; H 0.228; H 0.433; H 0.368; H 0.450; H 0.495; H 0.068; C 0.652; O -0.665; N 0.143; C -0.599; C -0.962; H -0.278; H -0.020; H 0.264; H 0.329; H 0.313; H 0.281; H 0.358; C -0.077; O -0.304; N 0.636; C -1.059; C -1.001; H 0.053; H 0.277; H 0.377; H 0.353; H 0.397; H 0.306; H 0.176; C 0.147; O -0.639; N 0.251; C -0.917; C -0.864; H 0.394; H 0.463; H 0.287; H 0.098; H 0.212; H 0.434; H 0.167; C -0.013; O -0.529; N 0.414; C -0.792; C -0.009; H 0.337; H 0.342; H 0.313; H 0.080; H -0.498; H 0.679; H -0.228; C 0.217; O -0.748; N 0.146

---

Model two:
Formula: C39H91N13O13
Source: the OMol25 dataset
Level of theory: ωB97M-V/def2-TZVPD

Results
- HOMO level (eV) = -9.02
- 2S+1 = 1

Cartesian coordinates (Å):
C  3.95  -9.45  -9.24
O  4.25  -8.37  -8.98
N  2.69  -9.98  -9.23
C  2.47  -11.40  -9.43
C  1.48  -9.23  -8.95
H  4.71  -10.24  -9.37
H  1.41  -11.66  -9.34
H  2.89  -11.94  -8.58
H  2.64  -11.83  -10.42
H  1.51  -8.14  -8.88
H  0.65  -9.62  -9.53
H  1.18  -9.52  -7.94
C  2.41  -5.53  -5.09
O  2.53  -6.41  -4.27
N  1.75  -4.36  -4.82
C  1.57  -3.46  -5.87
C  1.25  -4.06  -3.57
H  2.87  -5.53  -6.09
H  0.55  -3.55  -6.25
H  2.15  -3.65  -6.78
H  1.65  -2.41  -5.57
H  1.02  -4.99  -3.05
H  1.96  -3.41  -3.06
H  0.29  -3.60  -3.81
C  11.72  2.57  -2.21
O  10.68  2.35  -2.77
N  11.95  3.63  -1.39
C  13.29  4.20  -1.28
C  10.93  4.57  -0.83
H  12.64  2.11  -2.61
H  13.77  3.49  -0.61
H  13.34  5.21  -0.87
H  13.72  4.16  -2.28
H  11.35  5.18  -0.02
H  10.60  5.23  -1.63
H  10.27  3.79  -0.46
C  10.60  -9.68  -11.47
O  10.73  -10.49  -12.33
N  10.32  -8.41  -11.76
C  9.89  -7.54  -10.68
C  10.21  -7.95  -13.17
H  10.35  -9.95  -10.43
H  10.31  -6.54  -10.73
H  9.87  -8.05  -9.71
H  8.84  -7.33  -10.90
H  9.29  -8.23  -13.68
H  10.57  -6.95  -13.42
H  10.94  -8.50  -13.76
C  7.57  -0.84  -12.73
O  6.70  -0.76  -13.63
N  8.84  -0.47  -13.00
C  9.88  -0.81  -12.01
C  9.47  -0.06  -14.29
H  7.33  -1.24  -11.73
H  10.57  -1.55  -12.42
H  9.63  -1.07  -10.98
H  10.66  -0.06  -11.86
H  10.32  -0.69  -14.54
H  8.74  0.12  -15.08
H  9.95  0.91  -14.19
C  7.27  -1.10  -6.26
O  6.29  -0.71  -7.00
N  7.75  -2.38  -6.24
C  8.73  -2.67  -5.24
C  7.28  -3.43  -7.26
H  7.82  -0.38  -5.64
H  9.63  -2.05  -5.24
H  9.13  -3.62  -5.60
H  8.33  -2.60  -4.23
H  6.54  -2.91  -7.87
H  7.94  -3.85  -8.00
H  6.63  -4.19  -6.81
C  -0.73  -2.76  -12.21
O  -1.64  -2.06  -12.53
N  0.54  -2.61  -12.82
C  1.70  -3.20  -12.23
C  0.82  -1.78  -13.93
H  -0.76  -3.54  -11.43
H  1.33  -3.95  -11.52
H  2.38  -2.58  -11.66
H  2.25  -3.74  -13.00
H  1.61  -1.04  -13.83
H  0.97  -2.35  -14.85
H  0.08  -1.08  -14.31
C  1.32  3.26  -8.14
O  0.83  4.19  -7.50
N  1.46  3.22  -9.44
C  2.41  2.18  -9.94
C  0.96  4.22  -10.37
H  1.64  2.29  -7.72
H  3.34  2.74  -10.04
H  2.26  2.00  -11.00
H  2.59  1.23  -9.42
H  1.94  4.71  -10.35
H  0.62  3.92  -11.35
H  0.32  4.97  -9.90
C  7.46  -9.71  -5.06
O  8.62  -9.25  -4.97
N  7.36  -11.09  -4.97
C  6.03  -11.59  -4.68
C  8.37  -12.17  -5.04
H  6.51  -9.18  -5.13
H  5.97  -12.17  -3.76
H  5.76  -12.11  -5.60
H  5.25  -10.82  -4.65
H  9.38  -11.85  -5.29
H  8.33  -12.79  -4.14
H  8.22  -12.70  -5.98
C  9.77  8.36  -5.82
O  8.57  8.51  -5.73
N  10.25  7.12  -6.09
C  9.36  5.86  -6.25
C  11.59  6.77  -6.53
H  10.57  9.10  -5.66
H  9.25  5.43  -7.24
H  8.30  5.89  -5.97
H  9.73  4.98  -5.72
H  12.11  7.73  -6.49
H  12.13  6.07  -5.88
H  11.55  6.33  -7.52
C  14.88  0.57  -9.76
O  15.44  -0.48  -9.87
N  13.97  0.82  -8.76
C  13.21  2.11  -8.86
C  13.67  -0.12  -7.65
H  14.95  1.37  -10.52
H  12.22  1.74  -8.59
H  13.06  2.56  -9.84
H  13.57  2.71  -8.03
H  13.71  0.35  -6.67
H  12.61  -0.23  -7.89
H  14.08  -1.14  -7.62
C  11.78  -2.43  1.85
O  12.47  -3.34  2.43
N  11.34  -2.56  0.62
C  10.09  -1.79  0.36
C  11.60  -3.62  -0.37
H  11.31  -1.61  2.41
H  9.72  -1.94  -0.65
H  10.17  -0.71  0.24
H  9.20  -2.09  0.91
H  10.84  -4.38  -0.52
H  11.74  -3.11  -1.32
H  12.43  -4.32  -0.24
C  5.49  2.21  -1.89
O  5.50  1.00  -1.55
N  4.50  3.10  -2.01
C  4.81  4.50  -2.08
C  3.06  2.89  -1.95
H  6.41  2.79  -2.06
H  4.66  4.99  -3.05
H  5.87  4.63  -1.90
H  4.29  5.16  -1.39
H  2.78  3.39  -1.02
H  2.56  3.42  -2.77
H  2.81  1.86  -2.20

Results of the Mulliken charge analysis, in e, for atoms 1 through 99: C -0.029; O -0.507; N 0.099; C -1.047; C -1.001; H 0.360; H 0.384; H 0.363; H 0.318; H 0.306; H 0.344; H 0.409; C 0.236; O -0.638; N 0.111; C -0.970; C -0.930; H 0.236; H 0.378; H 0.251; H 0.366; H 0.317; H 0.273; H 0.370; C -0.005; O -0.578; N 0.118; C -1.039; C -0.903; H 0.382; H 0.330; H 0.407; H 0.305; H 0.403; H 0.270; H 0.303; C 0.155; O -0.552; N 0.094; C -0.888; C -0.937; H 0.233; H 0.286; H 0.252; H 0.370; H 0.319; H 0.331; H 0.338; C 0.261; O -0.653; N 0.093; C -1.092; C -0.873; H 0.292; H 0.365; H 0.311; H 0.358; H 0.305; H 0.311; H 0.318; C 0.026; O -0.644; N 0.181; C -0.961; C -1.029; H 0.367; H 0.322; H 0.371; H 0.296; H 0.342; H 0.339; H 0.388; C 0.174; O -0.527; N 0.095; C -0.896; C -1.008; H 0.281; H 0.256; H 0.293; H 0.329; H 0.332; H 0.348; H 0.324; C 0.223; O -0.639; N 0.042; C -0.904; C -0.838; H 0.232; H 0.390; H 0.279; H 0.300; H 0.375; H 0.228; H 0.311; C 0.258; O -0.646; N 0.104

---

Which is the most stable structure? model one is the most stable.

---

Model one:
Formula: C3H14O5
Source: the OMol25 dataset
Level of theory: ωB97M-V/def2-TZVPD

Results
- <S²> = 1.169
- total charge = +1
- HOMO level (spin up / spin down) (eV) = -14.73 / -13.49
- 2S+1 = 2

Cartesian coordinates (Å):
O  -1.53  0.54  -2.61
C  -0.74  -0.05  -1.83
C  -1.14  -0.95  -0.60
C  -2.44  -0.33  0.17
H  0.35  -0.09  -2.02
H  -0.36  -1.10  0.15
H  -1.44  -2.01  -0.91
H  -3.38  -0.21  -0.38
H  -2.04  0.65  0.51
H  -2.68  -0.94  1.06
H  2.10  -0.96  2.38
H  1.69  -0.97  0.45
O  1.38  -0.72  1.75
H  2.77  -1.27  -0.68
H  0.21  0.97  -0.10
O  1.79  -1.38  -0.55
H  0.48  1.88  2.12
H  0.33  0.29  1.99
O  -0.24  1.13  2.09
H  2.48  1.94  -0.93
H  0.84  1.52  -0.77
O  1.56  2.07  -1.26

natural (NBO) analysis output, partial charges in e: O -0.117; C 0.393; C -0.514; C -0.609; H 0.304; H 0.298; H 0.332; H 0.245; H 0.215; H 0.255; H 0.498; H 0.481; O -0.995; H 0.479; H 0.239; O -0.956; H 0.508; H 0.509; O -0.610; H 0.515; H 0.285; O -0.755

---

Model two:
Formula: C3H14O5
Source: the OMol25 dataset
Level of theory: ωB97M-V/def2-TZVPD

Results
- <S²> = 0.758
- total charge = +1
- HOMO level (spin up / spin down) (eV) = -12.82 / -12.82
- 2S+1 = 2

Cartesian coordinates (Å):
C  -1.20  0.50  -3.57
O  -2.61  0.23  -3.42
C  -0.94  1.77  -2.86
C  -0.50  1.72  -1.53
H  -1.00  0.57  -4.64
H  -0.55  -0.31  -3.21
H  -3.08  0.96  -2.99
H  -0.95  2.66  -3.48
H  -0.25  2.56  -0.90
H  -0.43  0.73  -1.06
H  1.43  3.06  3.15
H  1.48  3.69  1.65
O  1.31  2.92  2.22
H  0.04  -3.75  2.24
H  1.12  -3.42  3.15
O  0.83  -4.17  2.62
H  -0.86  -1.47  4.23
H  0.69  -1.11  4.14
O  -0.01  -1.68  3.83
H  1.89  -2.60  0.07
H  2.10  -1.13  0.40
O  1.48  -1.73  -0.03

natural (NBO) analysis output, partial charges in e: C -0.173; O -0.566; C 0.066; C -0.014; H 0.227; H 0.241; H 0.489; H 0.248; H 0.239; H 0.242; H 0.494; H 0.481; O -0.974; H 0.464; H 0.474; O -0.940; H 0.490; H 0.481; O -0.969; H 0.491; H 0.470; O -0.961

---

Which is the most stable structure? model two is the most stable.

---

Model one:
Formula: FH3NOP
Source: the OMol25 dataset
Level of theory: ωB97M-V/def2-TZVPD

Results
- HOMO level (spin up / spin down) (eV) = -10.61 / -8.45
- 2S+1 = 1

Cartesian coordinates (Å):
N  -0.87  0.43  -1.64
O  0.43  0.71  1.95
F  1.00  -1.31  0.95
P  1.11  0.28  0.47
H  -0.30  0.35  -2.48
H  -1.06  -0.59  -1.33
H  -0.30  0.13  2.09

natural (NBO) analysis output, partial charges in e: N -0.778; O -0.981; F -0.610; P 1.255; H 0.308; H 0.311; H 0.496

---

Model two:
Formula: FH3NOP
Source: the OMol25 dataset
Level of theory: ωB97M-V/def2-TZVPD

Results
- HOMO level (spin up / spin down) (eV) = -8.43 / -6.01
- 2S+1 = 1

Cartesian coordinates (Å):
N  -0.86  -0.42  -0.15
O  2.09  1.24  0.40
F  2.88  -1.14  0.34
P  2.06  -0.03  -0.57
H  -0.82  0.54  -0.69
H  -1.31  -1.02  -0.81
H  1.94  1.23  1.44

natural (NBO) analysis output, partial charges in e: N -0.936; O -1.032; F -0.590; P 1.417; H 0.285; H 0.307; H 0.550

---

Which is the most stable structure? model one is the most stable.